Entry 1:
Here is a cluster of 2 separate species, C2H2NO2S in total in a non-equilibrium geometry from OMol25. Energies are from ωB97M-V with the def2-TZVPD basis set.

Element x y z (Å)
C 0.3193 0.7673 0.1945
C -1.7815 -0.7856 0.0377
N 1.4381 0.1126 -0.1486
O -1.7580 -1.6610 0.8241
O -2.3003 -0.2532 -0.8427
S 0.2934 2.4457 0.1816
H 1.3284 -0.9601 -0.0818
H 2.4605 0.3343 -0.1649

Max |F|   4.1 eV/A
Multiplicity   1
E_LUMO   3.883 eV
ΔE to the lowest compared entry with this formula, charge and spin   1.547 eV
HOMO energy   -2.3656 eV
Net charge   -1
Electronic energy   -18526.883 eV

Entry 2:
Here is a structure of composition C2H2NO2S in a non-equilibrium geometry from OMol25. Energies are from ωB97M-V with the def2-TZVPD basis set.

Element x y z (Å)
C 1.8776 -0.1448 -0.3026
C 0.5370 -0.5367 -0.2890
N 1.6800 -0.9266 0.6669
O -1.7914 -1.2054 0.3891
O -1.7108 1.7991 0.1791
S -1.0833 -0.2697 -0.4997
H 2.6996 0.0458 -0.9087
H -2.2088 1.2383 0.7648

Max |F|   2.6 eV/A
Multiplicity   1
E_LUMO   3.892 eV
ΔE to the lowest compared entry with this formula, charge and spin   6.049 eV
HOMO energy   -2.8938 eV
Net charge   -1
Electronic energy   -18522.380 eV

Entry 3:
Here is the ion C2H2NO2S2 with charge -1 in a non-equilibrium geometry from OMol25. Energies are from ωB97M-V with the def2-TZVPD basis set.

Element x y z (Å)
N -1.4100 0.1226 -0.0778
C -0.5011 -0.8864 -0.0639
S -1.0488 -2.4188 0.3008
O 0.7131 -0.6750 -0.3738
C 1.6139 0.7680 -0.0568
O 0.9163 1.7332 -0.1145
S 3.1301 0.3658 0.2437
H -1.0836 1.0754 -0.1215
H -2.3298 -0.0847 0.2638

Max |F|   1.9 eV/A
Multiplicity   1
E_LUMO   3.527 eV
ΔE to the lowest compared entry with this formula, charge and spin   0.017 eV
Structure (SMILES)   NC(=S)OC([O-])=S
HOMO energy   -4.2140 eV
Net charge   -1
Electronic energy   -29364.300 eV

Entry 4:
Here is the ion C2H2NO3 with charge -1 in a non-equilibrium geometry from OMol25. Energies are from ωB97M-V with the def2-TZVPD basis set.

Element x y z (Å)
C -0.1878 1.1082 -0.3740
N -0.4876 -0.0068 0.2104
O -1.6915 -0.3983 0.3291
C 0.5649 -1.0243 0.3069
O 1.5709 -0.6188 1.0223
O 0.4049 -2.0458 -0.3929
H -1.0391 1.6989 -0.5163
H 0.8653 1.2869 -0.5855

Max |F|   4.6 eV/A
Multiplicity   1
E_LUMO   4.313 eV
ΔE to the lowest compared entry with this formula, charge and spin   3.390 eV
Structure (SMILES)   C=[N+]([O-])C(=O)[O-]
HOMO energy   -4.3803 eV
Net charge   -1
Electronic energy   -9738.262 eV

Entry 5:
Here is a cluster of 2 separate species, C2H2NO3 in total in a non-equilibrium geometry from OMol25. Energies are from ωB97M-V with the def2-TZVPD basis set.

Element x y z (Å)
C 0.2534 -0.6737 1.1875
C -0.5161 0.2207 2.6155
N -0.1796 -0.1957 0.1974
O -0.0492 1.3041 2.5197
O 1.9703 -2.2416 1.0003
O -1.2894 -0.4001 3.2763
H -0.4051 0.4862 -0.5522
H 2.5823 -2.6268 0.1611

Max |F|   4.4 eV/A
Multiplicity   1
E_LUMO (alpha / beta)   3.963 / 3.963 eV
ΔE to the lowest compared entry with this formula, charge and spin   5.467 eV
HOMO energy (alpha / beta)   -3.2062 / -3.2087 eV
Net charge   -1
Electronic energy   -9736.185 eV

Entry 6:
Here is the ion C2H2NO3 with charge -1 in a non-equilibrium geometry from OMol25. Energies are from ωB97M-V with the def2-TZVPD basis set.

Element x y z (Å)
O 0.8301 -2.1703 0.4776
C 0.6715 -0.9735 0.3007
N -0.1872 -0.2809 -0.4697
C -0.5336 1.1307 -0.0190
O 0.3575 1.7350 0.5715
O -1.6707 1.4548 -0.3796
H 1.5057 -0.2868 0.5285
H -0.9733 -0.6090 -1.0102

Max |F|   2.4 eV/A
Multiplicity   1
E_LUMO   4.259 eV
ΔE to the lowest compared entry with this formula, charge and spin   0.379 eV
Structure (SMILES)   O=CNC(=O)[O-]
HOMO energy   -4.9325 eV
Net charge   -1
Electronic energy   -9741.274 eV

Entry 7:
Here is an isolated molecule of C2H2NO3 in a non-equilibrium geometry from OMol25. Energies are from ωB97M-V with the def2-TZVPD basis set.

Element x y z (Å)
O 1.4002 1.5880 -0.7122
C 0.3554 1.0925 -0.4308
N 0.1039 -0.2934 -0.4965
C -0.5165 -0.9525 0.5811
O -1.3881 -0.2207 1.2371
O -0.2566 -2.0614 0.9188
H -0.5275 1.6960 -0.1586
H 0.8291 -0.8485 -0.9388

Max |F|   2.5 eV/A
Multiplicity   2
E_LUMO (alpha / beta)   0.707 / -3.737 eV
ΔE to the lowest compared entry with this formula, charge and spin   0.000 eV
HOMO energy (alpha / beta)   -11.2519 / -11.1361 eV
Electronic energy   -9737.123 eV

Entry 8:
Here is a cluster of 2 separate species, C2H2NO4 in total in a non-equilibrium geometry from OMol25. Energies are from ωB97M-V with the def2-TZVPD basis set.

Element x y z (Å)
C 0.3601 -0.4980 0.6287
C 0.2382 -0.1958 -0.9143
N -1.4848 1.6770 1.0574
O -0.8643 2.5755 1.2657
O -0.2315 0.2141 1.3799
O 0.0325 0.9148 -1.2994
O 0.3105 -1.2626 -1.6230
H 0.9354 -1.3107 0.9590
H 0.7037 -2.1143 -1.4540

Max |F|   5.4 eV/A
Multiplicity   1
E_LUMO   -7.644 eV
ΔE to the lowest compared entry with this formula, charge and spin   0.849 eV
HOMO energy   -15.6385 eV
Net charge   +1
Electronic energy   -11774.749 eV

Entry 9:
Here is the ion C2H2NO4P with charge -2 in a non-equilibrium geometry from OMol25. Energies are from ωB97M-V with the def2-TZVPD basis set.

Element x y z (Å)
O 0.3065 0.5520 -2.2837
P 0.8930 0.3272 -0.8623
O 2.3514 0.2985 -0.6882
O 0.3841 -1.2188 -0.3622
C -0.6557 -1.0414 0.4925
N -0.8249 0.2634 1.0351
C -0.0956 1.0676 0.4339
O -0.0802 2.7181 0.8406
H -0.7594 -1.5903 1.4302
H -1.5192 -1.3761 -0.0359

Max |F|   8.3 eV/A
Multiplicity   1
E_LUMO   6.920 eV
ΔE to the lowest compared entry with this formula, charge and spin   2.782 eV
Structure (SMILES)   O=[P@]1([O-])OCN=C1[O-]
HOMO energy   0.4169 eV
Net charge   -2
Electronic energy   -21073.962 eV

Entry 10:
Here is a cluster of 2 separate species, C2H2NOP in total in a non-equilibrium geometry from OMol25. Energies are from ωB97M-V with the def2-TZVPD basis set.

Element x y z (Å)
O -1.8109 1.5719 0.1582
C -1.7381 0.3898 0.2373
P -1.6244 -1.2154 0.3472
H -1.2054 -1.2831 -0.8922
C 2.1551 0.1803 0.0409
N 1.1463 0.2957 0.5700
H 3.0774 0.0608 -0.4613

Max |F|   5.5 eV/A
Multiplicity   1
E_LUMO   0.644 eV
ΔE to the lowest compared entry with this formula, charge and spin   1.198 eV
Structure (SMILES)   O=C=P.C#N
HOMO energy   -8.6588 eV
Electronic energy   -14930.338 eV

Entry 11:
Here is the ion C2H2NOS2 with charge -1 in a non-equilibrium geometry from OMol25. Energies are from ωB97M-V with the def2-TZVPD basis set.

Element x y z (Å)
O -0.2496 -1.4914 -2.0627
N 0.1187 -1.0680 -0.9406
C -0.0536 0.2673 -0.7870
C 0.2910 0.8182 0.5177
S 0.3248 0.2042 2.0875
S -0.6790 -1.4637 2.2115
H -0.5224 0.8374 -1.5260
H 0.7701 1.8960 0.4997

Max |F|   4.3 eV/A
Multiplicity   1
E_LUMO   3.525 eV
ΔE to the lowest compared entry with this formula, charge and spin   3.365 eV
Structure (SMILES)   O=N/C=C\S[S-]
HOMO energy   -3.1016 eV
Net charge   -1
Electronic energy   -27312.807 eV

Entry 12:
Here is a cluster of 2 separate species, C2H2O in total in a non-equilibrium geometry from OMol25. Energies are from ωB97M-V with the def2-TZVPD basis set.

Element x y z (Å)
C -3.4425 -0.5151 0.4485
C -3.5154 0.6218 0.1646
O -0.1778 0.1749 -0.1010
H 0.2131 -0.3125 0.5362
H -1.0517 0.2091 0.1441

Max |F|   10.3 eV/A
Multiplicity   1
E_LUMO (alpha / beta)   -4.407 / -4.425 eV
ΔE to the lowest compared entry with this formula, charge and spin   7.957 eV
HOMO energy (alpha / beta)   -11.5927 / -11.5947 eV
Electronic energy   -4144.583 eV